No. 1
5 unconnected molecules or ions with the total composition C20H42IN5O10S in a non-equilibrium geometry. Source: OMol25; level of theory: the ωB97M-V functional and the def2-TZVPD basis.

XYZ file:
```
79
C20H42IN5O10S the ωB97M-V functional and the def2-TZVPD basis
I 0.09 -8.28 -0.10
S 2.00 -5.37 0.58
O 1.45 7.95 -4.57
O 2.91 -4.37 0.27
O -2.11 -5.76 3.36
O 2.53 -6.53 1.15
O 1.10 -5.64 -0.72
O 0.65 -1.49 -0.32
O -2.32 -5.26 -1.35
O 2.44 5.45 0.31
O 0.93 0.82 2.67
O 0.78 -4.94 1.51
N 1.34 6.32 -1.43
N 2.79 7.14 -6.18
N -3.86 -5.28 4.66
N 1.76 1.42 0.68
N -0.12 -1.67 1.84
C -4.53 -5.18 -0.58
C -3.34 -6.08 -0.78
C -2.58 -5.09 4.27
C 2.56 7.90 -5.08
C -1.01 -3.10 -0.04
C 3.73 8.68 -4.52
C -1.13 -5.96 -1.57
C -0.08 -2.02 0.45
C -0.50 -5.39 0.96
C 1.39 1.71 1.95
C 1.50 6.10 -0.11
C -4.59 -4.59 5.71
C 0.29 7.07 -2.11
C 0.47 6.70 0.82
C -0.20 -6.10 -0.34
C 4.03 6.96 -6.91
C 1.55 3.12 2.43
C -1.37 -4.13 1.02
C 2.33 2.31 -0.32
C -1.78 -4.03 4.98
H 4.31 5.91 -6.90
H 4.11 9.39 -5.26
H 1.62 0.45 0.43
H -0.78 -4.00 4.56
H -1.21 -3.71 2.00
H 0.73 6.45 1.85
H -5.47 -4.10 5.29
H 3.89 7.28 -7.94
H -1.91 -2.64 -0.41
H -2.24 -3.05 4.86
H 2.05 5.89 -2.00
H -0.27 -0.66 1.86
H -1.36 -6.94 -1.96
H 1.97 6.65 -6.50
H 0.80 -1.87 2.20
H -1.69 -4.27 6.04
H -3.59 -6.88 -1.47
H 2.44 3.33 0.05
H -0.52 6.31 0.61
H -2.40 -4.44 0.97
H -0.53 -3.53 -0.90
H 3.31 1.93 -0.62
H 4.83 7.54 -6.47
H 3.40 9.24 -3.65
H -0.43 7.48 -1.41
H -4.21 -4.33 0.00
H 1.21 3.18 3.46
H 0.96 3.80 1.82
H 0.75 7.87 -2.68
H -5.36 -5.71 -0.13
H -4.34 -6.00 4.15
H -0.58 -5.44 -2.34
H 0.45 7.79 0.73
H -3.97 -3.84 6.19
H -2.99 -6.46 0.18
H -0.87 -6.08 1.71
H 1.67 2.32 -1.19
H -4.92 -5.31 6.46
H 4.53 8.01 -4.22
H 2.60 3.42 2.39
H -0.23 6.40 -2.80
H -4.83 -4.80 -1.55
```

- LUMO: 0.37 eV
- Frontier orbital gap: 9.314 eV
- Total energy: -2509.3468 a.u.
- HOMO level: -8.944 eV
- SMILES: CCOC[C@@]1(I)OS(=O)(=O)O[C@H]1CCC(N)=O.CNC(C)=O.CNC(C)=O.CNC(C)=O.CNC(C)=O
- Charge: 0

***

No. 2
A molecular structure, C4H10N2O2 in a non-equilibrium geometry. Source: OMol25; level of theory: the ωB97M-V functional and the def2-TZVPD basis.

XYZ file:
```
18
C4H10N2O2 the ωB97M-V functional and the def2-TZVPD basis
O -0.08 0.32 -1.80
O -1.84 0.03 -0.47
N 0.42 1.04 0.49
N 2.25 -0.91 2.96
C -1.33 0.01 -1.58
C 1.27 -0.38 2.24
C -2.07 -0.49 -2.78
C 1.44 0.36 1.09
H 2.22 -1.92 3.11
H 3.17 -0.69 2.58
H -3.03 -0.89 -2.47
H 0.48 2.04 0.64
H -2.23 0.33 -3.47
H 0.30 0.78 -0.83
H -1.46 -1.24 -3.28
H 0.28 -0.51 2.64
H -0.54 0.70 0.73
H 2.39 0.45 0.63
```

- Relative energy (zero: lowest compared OMol25 entry of this formula, charge and spin): 1.252 eV
- LUMO (spin up / spin down): -4.20 / -7.97 eV
- Expectation value of S²: 0.758
- Frontier orbital gap (spin up / spin down): 9.387 / 5.580 eV
- Total energy: -418.0919 a.u.
- HOMO level (spin up / spin down): -13.590 / -13.551 eV
- 2S+1: 2
- Charge: +1

***

No. 3
A molecular structure, C13H17NNiO9 in a non-equilibrium geometry. Source: OMol25; level of theory: the ωB97M-V functional and the def2-TZVPD basis.

XYZ file:
```
41
C13H17NNiO9 the ωB97M-V functional and the def2-TZVPD basis
Ni 2.63 9.69 6.65
O 4.33 8.77 5.60
O 2.95 11.83 9.67
O 8.49 6.13 7.62
O 8.64 8.63 7.37
O 4.08 5.94 6.26
O 2.95 11.37 5.19
O 1.69 7.98 7.41
O 3.37 10.06 8.49
O 1.76 11.13 7.81
N 0.88 9.66 5.55
C 0.27 7.93 6.99
C 4.19 11.83 4.69
C 2.63 10.99 8.74
C 7.49 8.14 7.07
C 5.29 8.08 6.08
C 1.99 7.38 8.64
C 6.21 5.89 6.83
C 1.99 11.23 4.17
C 5.19 6.62 6.37
C 1.23 9.93 4.17
C 0.19 8.37 5.59
C 7.41 6.63 7.17
C 6.42 8.79 6.38
H 1.80 9.08 3.80
H 1.28 12.03 4.36
H -0.01 6.88 7.08
H 6.56 9.85 6.24
H 1.48 7.81 9.51
H 3.92 12.83 4.37
H 6.10 4.84 7.07
H 0.29 9.98 3.62
H 4.96 11.77 5.47
H 2.00 6.30 8.50
H -0.32 8.55 7.66
H 0.81 7.66 5.05
H 2.44 11.39 3.19
H -0.86 8.27 5.31
H 3.08 7.39 8.71
H 4.71 11.30 3.89
H 0.15 10.28 5.87
```

- LUMO (spin up / spin down): 1.96 / 0.10 eV
- Expectation value of S²: 3.796
- Frontier orbital gap (spin up / spin down): 5.726 / 4.043 eV
- Total energy: -2745.7091 a.u.
- HOMO level (spin up / spin down): -3.762 / -3.946 eV
- 2S+1: 4
- Charge: -1

***

No. 4
17 unconnected molecules or ions with the total composition H35O17 in a non-equilibrium geometry. Source: OMol25; level of theory: the ωB97M-V functional and the def2-TZVPD basis.

XYZ file:
```
52
H35O17 the ωB97M-V functional and the def2-TZVPD basis
O -1.35 3.00 0.72
O 1.16 2.87 0.29
O 3.84 2.35 -0.57
O -0.57 -1.45 -2.26
O -2.84 -1.00 4.02
O 1.99 -1.79 2.42
O 0.30 -2.51 0.16
O -3.42 -0.24 -0.44
O -0.29 -4.78 -1.47
O -0.02 -3.03 3.40
O 1.84 -2.46 -3.46
O 1.01 2.89 -4.13
O 0.50 3.91 -1.81
O -1.01 0.55 1.89
O 0.12 1.31 -1.71
O 2.16 4.39 2.44
O -2.74 -2.84 0.70
H -3.78 -0.82 3.93
H 1.37 -2.40 2.91
H -1.65 2.17 0.36
H 1.32 3.97 2.59
H 4.68 2.44 -0.05
H -0.50 0.83 2.66
H 0.42 -3.81 3.76
H -2.16 3.36 1.09
H 0.18 3.03 0.47
H 0.03 -5.20 -0.66
H 0.54 -2.10 0.99
H -1.78 -2.91 0.61
H -3.05 -3.74 0.62
H -3.68 -0.61 0.41
H -0.34 1.47 -0.89
H 0.12 0.33 -1.52
H -0.65 -3.25 2.71
H -0.91 -4.18 -1.06
H 1.09 3.95 -2.60
H -2.60 -1.77 3.51
H 2.02 -3.41 -3.42
H 3.97 1.39 -0.52
H 0.19 2.37 -4.15
H 1.51 1.98 -0.02
H 1.74 -2.28 -4.39
H -4.06 -0.44 -1.19
H -0.21 4.53 -1.92
H -1.56 0.05 2.64
H -0.75 -1.76 -3.18
H 1.09 3.50 -0.65
H 2.58 3.93 1.71
H 0.46 -1.67 -2.43
H 2.02 -1.04 3.02
H 0.22 -1.88 -0.55
H 1.43 2.79 -4.98
```

- Relative energy (zero: lowest compared OMol25 entry of this formula, charge and spin): 4.186 eV
- LUMO: -2.61 eV
- Frontier orbital gap: 10.636 eV
- Total energy: -1299.7551 a.u.
- HOMO level: -13.250 eV
- Charge: +1

***

No. 5
A molecular structure, C3H5F2NO in a non-equilibrium geometry. Source: OMol25; level of theory: the ωB97M-V functional and the def2-TZVPD basis.

XYZ file:
```
12
C3H5F2NO the ωB97M-V functional and the def2-TZVPD basis
F -1.94 -0.38 1.01
F -2.28 -0.57 -1.09
O -0.80 1.49 -0.31
N 0.45 1.44 0.16
C -1.29 -0.33 -0.08
C 0.07 -0.94 -0.04
C 1.12 0.23 -0.25
H 0.59 1.81 1.20
H 2.03 0.09 0.47
H 0.22 -1.27 0.99
H 1.57 0.21 -1.34
H 0.25 -1.77 -0.73
```

- Relative energy (zero: lowest compared OMol25 entry of this formula, charge and spin): 3.953 eV
- LUMO: 0.75 eV
- Frontier orbital gap: 9.111 eV
- Total energy: -446.9060 a.u.
- HOMO level: -8.358 eV
- Charge: 0

***

No. 6
A molecular structure, C16H56AsF6N4O10 in a non-equilibrium geometry. Source: OMol25; level of theory: the ωB97M-V functional and the def2-TZVPD basis.

XYZ file:
```
93
C16H56AsF6N4O10 the ωB97M-V functional and the def2-TZVPD basis
As -0.86 -1.59 -0.25
F -1.51 -0.28 -1.16
F 0.79 -0.88 -0.43
F -0.32 -2.54 -1.60
F -0.15 -2.83 0.89
F -2.47 -2.44 -0.05
F -1.19 -0.76 1.30
O 0.78 1.51 -4.55
O -5.70 -1.15 0.70
O 2.50 -3.39 -1.38
O -3.84 -4.38 -1.09
O -0.61 5.50 2.53
O 6.63 -0.69 1.53
O -2.30 -4.20 2.55
O 2.14 -2.53 2.44
O -3.11 0.82 2.31
O 0.32 -4.50 3.27
N 2.14 2.98 3.20
N 0.56 -0.64 -6.16
N -3.74 0.76 -0.35
N 3.11 0.05 1.99
C 5.39 -0.73 2.21
C 4.43 0.26 1.49
C -5.58 -1.01 -0.70
C 0.25 4.66 3.19
C -1.57 -1.21 -5.28
C 0.05 6.73 1.97
C 0.23 2.61 1.56
C -5.01 0.43 -1.03
C 7.41 -1.80 1.75
C 1.47 2.16 -3.36
C -5.68 -2.46 1.13
C -4.66 0.58 -2.56
C -0.55 -0.04 -5.53
C -0.20 0.61 -4.18
C 4.86 1.75 1.77
C 1.09 3.62 2.38
H 2.14 2.92 -3.76
H 2.03 1.45 -2.75
H 1.72 4.16 1.67
H -3.64 1.76 -0.43
H 4.40 0.05 0.42
H -4.12 1.49 -2.83
H 6.86 -2.74 1.66
H -2.42 -0.75 -4.77
H 2.70 2.32 2.67
H -0.70 7.35 1.47
H 0.68 2.44 -2.67
H -3.53 0.53 1.50
H 1.80 -2.75 -1.26
H 1.70 -2.78 1.62
H 5.67 2.12 1.14
H -3.98 -0.17 -2.95
H 4.03 2.40 1.49
H -0.68 3.03 1.13
H -0.36 3.97 3.77
H 5.53 -0.51 3.27
H -2.26 0.39 2.31
H -2.01 -1.61 -6.19
H -0.89 0.65 -6.31
H 8.21 -1.90 1.02
H 1.34 -0.12 -5.78
H 7.93 -1.75 2.71
H 0.82 5.19 3.95
H -1.19 -1.97 -4.60
H -3.00 0.37 -0.91
H -1.08 0.99 -3.66
H 4.93 -1.70 2.04
H -6.05 -3.21 0.43
H 1.06 -5.06 3.03
H 5.03 1.95 2.82
H -2.30 -4.01 1.62
H 0.70 -3.64 3.42
H -1.38 -4.39 2.76
H 0.85 2.38 0.69
H -6.49 -1.23 -1.25
H -4.63 -2.68 1.36
H 2.93 -3.07 2.46
H -5.49 0.62 -3.26
H -6.21 -2.44 2.08
H 2.91 -0.93 1.94
H 3.30 -2.87 -1.46
H 0.25 -0.09 -3.47
H 0.94 6.72 1.35
H 2.55 0.38 1.21
H 0.05 1.73 2.17
H -3.48 -3.60 -0.67
H 0.72 -1.48 -5.62
H -4.78 -1.64 -1.10
H -5.81 1.12 -0.79
H 0.45 7.32 2.80
H 1.64 2.30 3.76
H -4.44 -4.05 -1.75
```

- LUMO (spin up / spin down): 4.14 / 4.02 eV
- Expectation value of S²: 0.752
- Frontier orbital gap (spin up / spin down): 2.092 / 8.152 eV
- Total energy: -4449.5794 a.u.
- HOMO level (spin up / spin down): 2.046 / -4.131 eV
- 2S+1: 2
- Charge: -2

***

No. 7
C5H7N in the gas phase. Source: OMol25; level of theory: the ωB97M-V functional and the def2-TZVPD basis.

XYZ file:
```
13
C5H7N the ωB97M-V functional and the def2-TZVPD basis
N 0.72 0.08 0.01
C -1.00 -0.82 1.36
C -0.24 -1.01 0.11
C 1.31 0.40 -1.27
C -1.56 -0.58 2.40
C 0.27 1.27 -0.67
H -0.72 1.25 -1.14
H 2.36 0.66 -1.22
H 0.52 2.22 -0.20
H -0.94 -1.06 -0.74
H 0.30 -1.96 0.14
H -2.03 -0.35 3.33
H 1.02 -0.17 -2.16
```

- Relative energy (zero: lowest compared OMol25 entry of this formula, charge and spin): 3.319 eV
- LUMO: 1.15 eV
- Frontier orbital gap: 10.559 eV
- Total energy: -249.3513 a.u.
- HOMO level: -9.405 eV
- SMILES: C#CCN1CC1
- Charge: 0

***

No. 8
C24H33N3O6S in the gas phase. Source: OMol25; level of theory: the ωB97M-V functional and the def2-TZVPD basis.

XYZ file:
```
67
C24H33N3O6S the ωB97M-V functional and the def2-TZVPD basis
S 2.50 1.00 -1.74
O -1.51 -3.10 0.84
O 3.66 0.15 -1.78
O -2.48 -1.99 -2.56
O 6.72 0.61 0.39
O 2.55 2.26 -2.42
O -4.61 1.39 0.29
N 2.18 1.38 -0.12
N 4.15 -0.23 1.20
N -2.24 -0.97 1.02
C 6.25 -0.68 0.09
C 1.83 0.23 0.63
C 0.50 -0.16 0.68
C -0.09 -2.04 -2.16
C -3.62 -1.25 0.72
C 5.65 1.53 0.39
C -0.11 0.72 -2.56
C 4.60 1.13 1.43
C 0.12 -1.41 1.14
C 2.85 -0.61 1.15
C -4.11 2.67 -0.07
C -2.57 2.71 -0.11
C -2.59 -3.37 -2.25
C -4.57 -0.55 1.69
C 5.25 -1.17 1.15
C -1.27 -1.92 1.00
C -4.67 3.80 0.80
C -1.28 -1.39 -2.46
C 1.08 -1.31 -2.03
C -1.27 0.00 -2.69
C -4.44 0.98 1.63
C 1.06 0.06 -2.21
C 1.12 -2.28 1.57
C 2.44 -1.87 1.61
H -4.26 3.76 1.81
H 4.89 -2.15 0.86
H -4.40 4.76 0.36
H -5.22 1.43 2.27
H 5.75 -0.68 -0.89
H -0.22 0.52 0.25
H -4.48 2.79 -1.09
H 3.76 1.81 1.40
H -0.08 1.79 -2.71
H 2.01 -1.79 -1.77
H -3.75 -2.33 0.78
H 6.08 2.50 0.64
H -2.15 2.70 0.90
H -4.38 -0.87 2.71
H -2.25 -3.57 -1.23
H -3.85 -0.92 -0.30
H -2.20 1.85 -0.67
H -2.25 3.62 -0.60
H 5.75 -1.22 2.13
H -2.20 0.48 -2.96
H -5.75 3.73 0.85
H -3.64 -3.60 -2.34
H 5.06 1.16 2.43
H -1.98 -0.01 1.12
H 3.18 -2.55 2.01
H -5.59 -0.82 1.42
H -0.07 -3.10 -1.98
H 7.13 -1.33 0.07
H 1.47 2.10 -0.11
H -3.47 1.29 2.02
H -2.02 -3.97 -2.96
H 5.18 1.56 -0.60
H 0.84 -3.27 1.90
```

- Relative energy (zero: lowest compared OMol25 entry of this formula, charge and spin): 1.955 eV
- LUMO: 0.44 eV
- Frontier orbital gap: 8.149 eV
- Total energy: -1948.2144 a.u.
- HOMO level: -7.712 eV
- SMILES: COc1ccc(S(=O)(=O)Nc2cc(C(=O)NCCCOC(C)C)ccc2N2CCOCC2)cc1
- Charge: 0

***

No. 9
C16H26O2 in the gas phase in a non-equilibrium geometry. Source: OMol25; level of theory: the ωB97M-V functional and the def2-TZVPD basis.

XYZ file:
```
44
C16H26O2 the ωB97M-V functional and the def2-TZVPD basis
O -4.27 -1.16 -1.46
O -2.72 -1.05 1.79
C 2.88 -0.59 1.92
C -3.69 -3.46 -1.10
C -1.57 -2.99 -0.08
C 0.59 0.07 1.20
C 2.52 1.60 0.71
C -3.55 -1.97 -0.95
C 2.06 0.13 0.81
C -1.75 0.78 0.52
C 0.24 2.26 -0.03
C -2.26 -3.97 -1.03
C 1.73 2.41 -0.36
C -2.28 -0.65 0.70
C -0.26 0.81 0.15
C 2.13 3.90 -0.23
C -2.18 -1.62 -0.45
C 2.07 1.94 -1.82
H 3.10 0.06 2.77
H 3.86 -0.89 1.49
H 2.40 -1.50 2.32
H -1.81 -3.85 -2.02
H 3.60 1.63 0.48
H 3.20 4.06 -0.41
H 0.25 -1.00 1.27
H -0.02 2.87 0.81
H -2.31 1.29 -0.26
H 0.44 0.57 2.18
H 1.57 4.51 -0.90
H -2.22 -5.00 -0.65
H -1.73 -3.22 0.96
H 1.50 2.48 -2.60
H -4.27 -3.86 -0.26
H -1.70 -1.19 -1.30
H 3.12 2.12 -2.07
H -4.15 -3.71 -2.05
H -1.91 1.34 1.45
H 2.36 2.09 1.70
H -0.30 2.68 -0.89
H 1.93 4.24 0.80
H -0.12 0.28 -0.80
H -0.51 -2.95 -0.28
H 1.81 0.86 -1.92
H 2.23 -0.37 -0.12
```

- Relative energy (zero: lowest compared OMol25 entry of this formula, charge and spin): 1.047 eV
- LUMO: 0.64 eV
- Frontier orbital gap: 10.181 eV
- Total energy: -775.7553 a.u.
- HOMO level: -9.543 eV
- SMILES: C[C@H]1C[C@@H](CC(=O)[C@H]2CCCC2=O)CC(C)(C)C1
- Charge: 0